DFT (ωB97M-V/def2-TZVPD) results for a 2-piece molecular cluster, C4H5N3 overall in a non-equilibrium geometry.

Positions of all 12 atoms, in Å:
N -1.433 1.144 2.690
C -0.945 0.328 2.026
C -0.328 -0.693 1.256
C -0.848 -1.154 0.136
N -1.069 -1.378 -1.040
H 0.588 -1.130 1.626
H -0.496 -0.624 -1.545
C 1.009 0.497 -1.361
N 1.016 0.695 -0.103
H 0.545 1.189 -2.050
H 1.569 -0.342 -1.780
H 0.392 1.468 0.146

Output
**Spin multiplicity**: 1
**Energy above the lowest of the compared OMol25 structures with the same formula, charge and spin**: 381.8 kJ/mol
**Orbital gap**: 9.929 eV
**Structure (SMILES)**: N#CC=C=N.C=N
**LUMO energy**: 0.0167 Eh